{"formula": "C4H13NO2", "method": "the ωB97M-V functional and the def2-TZVPD basis", "species": ["C", "C", "C", "C", "N", "H", "H", "H", "H", "H", "H", "H", "H", "H", "O", "H", "H", "O", "H", "H"], "xyz": [[-0.918, -2.072, -0.032], [0.227, -1.415, -0.124], [0.471, -0.003, 0.061], [0.987, 0.732, -1.241], [1.692, 1.847, -0.574], [-1.862, -1.426, 0.040], [-0.944, -3.182, -0.270], [1.134, -1.949, -0.385], [-0.428, 0.597, 0.467], [1.330, 0.174, 0.706], [0.098, 1.078, -1.811], [1.608, 0.150, -1.902], [2.127, 2.581, -1.172], [1.030, 2.298, 0.065], [-2.243, 1.650, -1.253], [-3.071, 1.794, -1.768], [-2.642, 1.550, -0.380], [0.223, -1.617, 3.498], [0.650, -2.063, 2.768], [0.532, -0.725, 3.309]], "e_above_lowest_kcal_mol": 42.0, "total_energy_ha": -365.3755, "lumo_ev": 0.5, "smiles": "C=CCCN.O.O", "largest_force_ev_per_a": 2.53}

{"formula": "C2HNO4", "method": "the ωB97M-V functional and the def2-TZVPD basis", "species": ["C", "C", "N", "O", "O", "O", "O", "H"], "xyz": [[-1.636, 0.511, -0.138], [-0.384, -0.111, -0.143], [0.768, -0.614, 0.173], [1.276, -1.731, 0.144], [-2.218, 1.493, 0.058], [1.637, 0.477, 0.571], [-1.635, -0.722, -0.490], [2.194, 0.698, -0.175]], "e_above_lowest_kcal_mol": 126.8, "total_energy_ha": -432.3110, "lumo_ev": [-0.3, -0.3], "largest_force_ev_per_a": 3.79}

{"formula": "C11H18F8O9P2S", "method": "the ωB97M-V functional and the def2-TZVPD basis", "species": ["C", "C", "P", "C", "O", "P", "O", "O", "C", "O", "C", "C", "O", "C", "C", "F", "F", "C", "F", "F", "C", "F", "F", "C", "F", "F", "H", "H", "H", "H", "H", "H", "H", "H", "H", "H", "H", "H", "H", "H", "H", "H", "H", "H", "O", "S", "O", "O", "O"], "xyz": [[-0.821, -4.601, -1.268], [-1.413, -3.429, -2.044], [-2.631, -2.608, -0.949], [-4.186, -3.407, -1.457], [-2.650, -1.008, -1.694], [-2.779, 0.180, -0.699], [-3.869, 0.091, 0.265], [-2.958, 1.445, -1.661], [-1.953, 1.584, -2.686], [-1.330, 0.394, -0.076], [-1.284, 1.338, 0.991], [-0.318, 2.469, 0.704], [0.880, 2.298, 1.461], [1.496, 3.513, 1.777], [3.019, 3.305, 1.926], [3.368, 3.601, 3.211], [3.353, 2.026, 1.669], [3.863, 4.239, 1.018], [3.216, 4.407, -0.166], [3.942, 5.453, 1.604], [5.281, 3.742, 0.648], [5.839, 4.743, -0.101], [5.217, 2.649, -0.140], [6.277, 3.509, 1.789], [6.532, 4.673, 2.428], [5.848, 2.581, 2.661], [0.050, -4.994, -1.784], [-0.505, -4.294, -0.279], [-1.603, -5.346, -1.171], [-1.870, -3.832, -2.949], [-0.688, -2.678, -2.360], [-5.033, -2.730, -1.434], [-4.365, -4.228, -0.762], [-4.074, -3.832, -2.453], [-1.132, 0.890, -2.542], [-2.409, 1.360, -3.642], [-1.573, 2.598, -2.648], [-2.268, 1.755, 1.178], [-0.972, 0.841, 1.902], [-0.080, 2.537, -0.356], [-0.798, 3.396, 1.015], [1.126, 3.853, 2.743], [1.253, 4.278, 1.046], [7.208, 3.161, 1.338], [-4.182, -7.846, 0.763], [-2.843, -7.192, 0.797], [-3.018, -5.702, 0.886], [-2.100, -7.501, -0.469], [-2.065, -7.681, 1.969]], "total_energy_ha": -2987.0436, "lumo_ev": 3.1, "largest_force_ev_per_a": 1.37, "charge": -2}

{"formula": "C4H3N3", "method": "the ωB97M-V functional and the def2-TZVPD basis", "species": ["N", "C", "C", "N", "C", "C", "N", "H", "H", "H"], "xyz": [[-1.506, 0.419, 2.228], [-1.072, 0.199, 1.165], [-0.955, 1.568, -0.256], [0.144, 1.479, -0.710], [1.042, 0.455, -0.938], [0.616, -0.711, -0.429], [-0.619, -0.773, 0.227], [1.976, 0.660, -1.442], [1.200, -1.626, -0.485], [-0.824, -1.671, 0.639]], "e_above_lowest_kcal_mol": 81.9, "total_energy_ha": -318.3543, "lumo_ev": -0.1, "largest_force_ev_per_a": 2.08}